(1)
The following is a DFT calculation (wB97M-V/def2-TZVPD) of a cluster of 7 separate species, C17H44N3O8 in total in a non-equilibrium geometry.

```
72
Properties=species:S:1:pos:R:3:forces:R:3:mulliken_charge:R:1
C 3.7431 -0.7455 1.3721 -0.158 0.272 0.052 -0.878
C 3.8076 0.7022 0.5423 0.021 -1.951 0.647 0.053
O 4.2059 1.7568 1.5257 0.144 0.079 -2.903 -0.364
C 4.8327 2.8991 0.8423 0.096 1.409 0.608 -0.503
C 3.8977 4.2841 0.8768 2.436 0.250 -0.080 -0.416
O 2.7962 4.2670 -0.0974 -1.343 1.331 2.513 -0.312
C 1.6246 5.0406 0.3823 0.145 0.994 -1.813 -0.422
N 0.4931 4.0521 0.5564 -2.060 -3.743 2.009 0.238
C 0.8174 2.8590 1.4281 -5.964 -1.655 -1.560 -0.359
C -0.5188 1.9090 1.4349 3.323 5.453 -1.575 -0.265
N -1.5175 2.6961 0.5831 3.320 3.168 1.081 0.656
N -2.8298 2.3490 0.3009 1.719 -3.296 0.174 -0.784
C -3.1132 1.0512 0.6708 -0.538 -0.117 -0.664 0.280
C -3.0279 -0.0797 -0.5579 -1.433 1.129 -0.189 -0.518
C -3.5628 0.6152 2.2213 1.881 -0.030 -0.595 -0.733
C -0.9230 4.0071 0.0269 2.336 -3.507 3.290 -0.176
H 4.7865 -0.9716 1.8992 -2.462 0.715 -1.008 0.156
H 2.8499 -0.7175 2.1624 2.133 0.026 -1.549 0.257
H 3.5309 -1.6539 0.6610 0.457 1.929 1.135 0.297
H 2.7428 0.9162 0.1041 2.046 -0.176 0.639 0.012
H 4.6120 0.5601 -0.3126 -1.672 0.606 1.725 0.346
H 5.8023 3.1732 1.4792 -2.066 -0.513 -1.445 0.304
H 5.1499 2.6791 -0.2646 -0.723 0.279 2.144 0.297
H 4.6349 5.1563 0.5312 -1.457 -1.805 0.815 0.295
H 3.5882 4.5351 1.9768 0.217 -0.693 -2.049 0.309
H 1.8292 5.6652 1.3550 -0.385 -1.588 -1.746 0.334
H 1.2786 5.8047 -0.4647 0.828 -1.743 1.785 0.287
H 1.7723 2.5518 2.0303 -1.660 1.173 -1.714 0.345
H -0.6356 0.8843 1.9897 -0.128 2.367 -1.546 0.345
H -4.0424 -0.6857 -0.6685 2.198 0.845 0.577 0.192
H -2.8582 0.4621 -1.6065 -0.184 -0.997 2.583 0.139
H -2.1040 -0.7662 -0.3482 -1.763 1.211 -0.092 0.304
H -2.7013 0.9941 2.9541 -1.994 -0.614 -1.529 0.267
H -3.5752 -0.5536 2.2898 -0.317 2.344 -0.169 0.304
H -4.5622 1.1363 2.5396 1.914 -1.053 -0.930 0.327
H -1.4283 4.8234 -0.6428 0.959 -2.145 1.378 0.415
C -0.1211 1.2156 -2.0691 -0.081 0.163 -0.163 -0.317
O -0.4878 0.4438 -3.1979 -0.354 0.042 -0.383 -0.541
H 0.3335 0.5597 -1.3228 -0.027 -0.021 -0.175 0.175
H 0.6010 1.9795 -2.3677 0.050 0.106 0.281 0.383
H -1.0107 1.6862 -1.6436 0.228 0.135 0.095 0.017
H -0.8879 1.0523 -3.8423 0.276 -0.407 0.272 0.307
C -5.8949 -3.3524 -1.1085 -0.214 -0.341 -0.260 -0.547
O -5.8569 -1.9435 -0.9741 -0.057 0.880 -0.246 -0.539
H -5.3865 -3.8046 -0.2537 -0.069 0.162 -0.100 0.218
H -6.9342 -3.6893 -1.1314 0.157 -0.250 0.045 0.236
H -5.3852 -3.6454 -2.0295 0.000 -0.234 0.076 0.300
H -6.3153 -1.5704 -1.7462 0.214 -0.166 0.490 0.287
C -9.4128 -3.6228 0.6457 0.018 -0.070 0.204 -0.561
O -8.8495 -4.8080 0.1142 0.330 -0.441 0.148 -0.509
H -9.8523 -3.0421 -0.1688 0.088 -0.173 0.075 0.216
H -10.1914 -3.8803 1.3680 -0.063 0.271 0.016 0.304
H -8.6316 -3.0326 1.1307 -0.144 0.233 0.063 0.254
H -8.4676 -5.3021 0.8596 -0.235 0.186 -0.506 0.300
C 6.6132 -2.9627 0.4962 0.041 -0.266 -0.127 -0.461
O 5.4668 -3.3074 -0.2597 -0.239 -0.186 -0.322 -0.481
H 6.4286 -2.0163 1.0099 -0.014 -0.150 -0.146 0.193
H 6.8119 -3.7430 1.2350 0.197 0.123 0.078 0.168
H 7.4710 -2.8510 -0.1714 0.165 0.075 0.209 0.291
H 5.6602 -4.1506 -0.7037 -0.086 0.336 0.349 0.297
C -2.8684 3.8624 -3.8453 -0.164 0.028 -0.149 -0.694
O -2.4545 3.8956 -2.4917 -0.100 -0.156 0.601 -0.388
H -2.1443 4.4116 -4.4517 -0.092 -0.083 0.173 0.246
H -2.9152 2.8257 -4.1877 -0.079 0.052 -0.233 0.260
H -3.8501 4.3331 -3.9388 0.041 -0.056 -0.262 0.299
H -3.1158 3.4007 -1.9786 0.374 0.190 -0.039 0.252
C 6.9904 -6.7932 1.4488 -0.092 -0.119 0.135 -0.612
O 6.3341 -6.3607 0.2712 -0.586 0.047 -0.393 -0.481
H 8.0022 -6.3814 1.4632 -0.191 -0.037 -0.095 0.228
H 6.4421 -6.4371 2.3244 0.178 -0.091 0.169 0.270
H 7.0434 -7.8845 1.4577 0.148 0.025 0.209 0.302
H 5.4395 -6.7414 0.2865 0.515 0.238 -0.089 0.297
```
Positions in Å, forces in eV/Å.

Output
Electronic energy = -1439.54139 Eh
Charge = +1
LUMO level = -4.570 eV
Spin multiplicity = 1



(2)
The following is a DFT calculation (wB97M-V/def2-TZVPD) of a cluster of 3 separate species, C17H46IN8O4P2 in total in a non-equilibrium geometry.

```
78
Properties=species:S:1:pos:R:3:forces:R:3:mulliken_charge:R:1
N 7.0850 8.3634 0.2803 -0.042 -0.524 0.265 -0.712
N 6.5558 7.2359 -0.4235 -0.165 0.252 -0.658 -0.157
C 5.2993 6.7149 0.0908 0.134 0.735 -0.330 -0.143
C 4.1178 7.3123 -0.7111 0.424 -0.003 0.692 -0.411
C 2.9111 7.4601 0.2067 -0.123 -0.473 -0.293 -0.588
C 1.5561 7.6296 -0.4657 0.136 0.308 0.817 -1.065
I 1.0944 5.9927 -1.7562 -0.154 0.093 -0.118 0.008
C 5.2743 5.1780 0.1285 -0.092 -1.091 0.220 0.509
O 6.3628 4.5775 0.0205 0.474 0.402 -0.125 -0.814
O 4.1559 4.6434 0.2973 -0.373 0.378 -0.003 -0.655
H 7.2101 8.0809 1.2584 0.037 0.101 0.058 0.260
H 6.3248 9.0345 0.3214 0.092 0.176 -0.203 0.292
H 7.2410 6.4996 -0.5212 0.039 -0.073 0.370 0.365
H 5.1814 7.0981 1.1179 0.042 -0.294 0.200 0.068
H 4.4602 8.2868 -1.0687 -0.167 0.086 -0.162 0.264
H 3.9215 6.6783 -1.5720 -0.122 -0.036 -0.043 0.269
H 2.8519 6.5655 0.8269 0.093 -0.137 -0.066 0.327
H 3.0933 8.2906 0.8979 -0.174 0.194 -0.083 0.358
H 1.4398 8.5795 -0.9808 0.070 -0.158 -0.441 0.399
H 0.7940 7.6005 0.3094 -0.182 -0.060 -0.100 0.450
O 1.5049 0.9712 -3.8501 0.435 -2.910 -1.016 -0.902
P 0.8458 0.2119 -2.7301 -1.587 3.883 3.426 0.525
N -0.7860 0.7837 -2.8476 -0.189 -0.196 0.609 0.231
C -1.0663 2.1730 -2.5425 0.287 0.349 0.016 -0.964
C -1.4086 0.3808 -4.0951 0.175 -0.250 -0.105 -1.188
N 1.7178 0.8203 -1.4035 0.496 0.145 -0.430 0.255
C 1.1291 1.4653 -0.2488 -0.262 -0.469 0.392 -1.039
C 3.0426 1.3827 -1.6813 -0.014 0.281 -0.330 -0.977
N 0.3804 -1.2293 -1.8022 0.653 -1.020 -2.164 0.248
C 1.0136 -2.4513 -2.3151 0.384 0.151 0.180 -1.006
C -0.9846 -1.5255 -1.3925 -0.384 0.094 -0.190 -0.751
H -2.1365 2.3738 -2.6412 -0.010 -0.147 -0.170 0.340
H -0.5207 2.8650 -3.1983 -0.060 0.070 0.014 0.278
H -0.8204 2.4072 -1.5093 0.117 -0.014 -0.082 0.254
H -1.2625 -0.6930 -4.2630 0.029 0.047 -0.018 0.345
H -0.9883 0.9135 -4.9584 -0.044 -0.013 -0.017 0.320
H -2.4864 0.5579 -4.0571 0.009 0.042 0.075 0.341
H 0.9478 2.5312 -0.4288 0.062 0.005 0.059 0.314
H 1.8032 1.3899 0.6076 0.079 0.021 -0.063 0.359
H 0.1933 0.9885 0.0538 -0.045 -0.029 -0.163 0.270
H 2.9898 2.4139 -2.0446 0.080 0.021 0.065 0.260
H 3.5666 0.7888 -2.4262 -0.070 0.013 -0.047 0.336
H 3.6445 1.3752 -0.7723 -0.155 0.054 0.104 0.387
H 0.5727 -2.7797 -3.2653 -0.020 -0.126 0.044 0.338
H 0.9246 -3.2650 -1.5933 -0.054 0.049 0.046 0.294
H 2.0815 -2.2765 -2.4805 -0.037 0.025 -0.027 0.331
H -1.6364 -1.8172 -2.2271 -0.070 -0.010 0.059 0.201
H -1.4405 -0.6878 -0.8747 0.063 0.121 -0.140 0.231
H -0.9614 -2.3553 -0.6820 0.172 -0.062 -0.110 0.380
O -2.4146 -3.7198 0.8066 1.130 -2.224 -1.757 -0.766
P -2.8520 -4.9096 1.6127 -2.499 2.097 4.239 0.540
N -4.5686 -4.7263 1.6097 -0.153 -0.304 0.502 0.156
C -5.1811 -3.5934 2.2833 0.220 0.285 0.109 -0.930
C -5.1191 -4.8851 0.2714 0.243 -0.211 -0.191 -1.151
N -2.1100 -4.5318 3.1031 0.464 0.404 -0.250 0.240
C -2.8036 -4.4160 4.3640 -0.081 -0.575 0.204 -1.065
C -0.9676 -3.6239 3.0543 -0.130 0.340 -0.183 -0.940
N -2.9275 -6.6229 2.0570 0.854 -0.149 -2.349 0.103
C -2.0350 -7.4567 1.2353 0.333 0.172 0.201 -1.008
C -4.1709 -7.3357 2.3077 -0.404 0.096 -0.177 -0.928
H -6.2674 -3.6630 2.1928 0.016 -0.047 -0.159 0.380
H -4.8595 -2.6270 1.8745 -0.043 0.017 -0.006 0.239
H -4.9721 -3.6075 3.3508 0.100 0.013 -0.071 0.252
H -4.7256 -5.7953 -0.1960 0.018 0.057 -0.007 0.326
H -4.8674 -4.0401 -0.3808 -0.035 -0.015 -0.015 0.306
H -6.2050 -4.9895 0.3174 0.002 0.015 0.089 0.359
H -3.2428 -3.4192 4.4971 0.018 -0.015 0.050 0.378
H -2.1094 -4.5832 5.1925 0.053 0.017 -0.044 0.355
H -3.5895 -5.1659 4.4704 -0.051 0.021 -0.150 0.239
H -1.2731 -2.5715 3.0012 0.069 0.013 0.003 0.293
H -0.3398 -3.8316 2.1927 -0.051 0.040 -0.042 0.283
H -0.3519 -3.7608 3.9458 -0.128 -0.085 0.080 0.344
H -2.4139 -7.5861 0.2148 0.009 -0.123 0.007 0.324
H -1.9041 -8.4421 1.6838 -0.052 0.025 0.065 0.361
H -1.0457 -6.9937 1.1723 -0.041 0.021 -0.016 0.319
H -4.7648 -7.5185 1.4038 -0.045 -0.042 0.042 0.293
H -4.7912 -6.8140 3.0289 0.012 0.134 -0.084 0.257
H -3.9166 -8.3052 2.7457 0.183 0.022 -0.104 0.405
```
Positions in Å, forces in eV/Å.

Output
Electronic energy = -2394.71650 Eh
Charge = -1
LUMO level = 1.590 eV
Spin multiplicity = 1



(3)
The following is a DFT calculation (wB97M-V/def2-TZVPD) of a structure of composition C17H46N2O15PS5 in a non-equilibrium geometry.

```
86
Properties=species:S:1:pos:R:3:forces:R:3:mulliken_charge:R:1
C 0.0964 0.4785 3.8660 0.672 0.179 0.319 -0.629
C -0.7335 1.3914 3.3317 -0.534 -0.005 -0.419 -0.537
N -1.8572 1.0920 2.5871 0.101 1.322 -0.411 -0.115
P -3.0687 0.7832 3.6143 1.133 -2.090 -1.401 0.191
N -3.2205 -0.7496 3.9720 -0.921 -0.004 0.755 -0.679
H 0.4419 0.6595 4.8749 1.227 0.384 -0.275 0.222
H 0.3950 -0.4165 3.3474 -0.897 -0.780 0.366 0.246
H -0.5131 2.4564 3.4942 -0.417 0.103 0.778 0.270
H -2.9275 1.5220 4.8204 -0.330 0.392 -0.203 0.000
H -4.2416 1.2442 2.9661 -0.063 0.371 0.373 -0.053
H -2.5007 -1.2976 3.5206 0.043 0.123 -0.067 0.194
O -0.9139 -5.8916 7.8448 0.144 0.144 0.062 -0.652
S -1.1702 -5.9751 6.4381 -0.566 -0.237 -0.220 1.204
O -0.4775 -5.1359 5.5167 0.258 0.111 0.100 -0.582
O -2.7337 -5.8672 6.1920 0.133 -0.193 -0.013 -0.236
C -3.4349 -4.7046 6.7042 -0.254 0.754 0.165 -0.455
C -3.1761 -3.4446 5.9027 0.290 -0.254 -0.028 -0.943
C -0.9907 -7.6477 5.9127 -0.010 -0.119 0.013 -0.940
H -3.1872 -4.5666 7.7587 0.143 -0.152 -0.023 0.337
H -4.4922 -4.9595 6.6493 0.078 -0.290 -0.063 0.272
H -2.1396 -3.1206 5.9753 -0.015 0.035 0.035 0.291
H -3.8019 -2.6301 6.2625 -0.054 -0.001 -0.081 0.440
H -3.3890 -3.6073 4.8479 -0.108 0.112 0.002 0.246
H -1.5359 -8.2953 6.5937 -0.018 0.019 0.001 0.307
H 0.0721 -7.8779 5.9392 0.015 0.057 0.022 0.361
H -1.3675 -7.7374 4.8977 -0.005 0.037 -0.002 0.308
O -0.4649 0.1915 -3.3628 0.060 0.268 -0.011 -0.633
S -0.4461 1.6208 -3.2731 -0.796 0.383 0.521 1.185
O 0.8041 2.3253 -3.3048 0.112 -0.195 -0.192 -0.525
O -1.2844 2.0813 -2.0255 0.072 0.023 -0.296 -0.254
C -0.9437 1.5452 -0.7076 0.039 -0.199 0.865 -0.338
C 0.3238 2.1385 -0.1526 0.436 0.131 -0.245 -0.552
C -1.5021 2.3025 -4.5067 -0.005 0.002 -0.138 -1.114
H -0.8875 0.4579 -0.7496 -0.056 0.016 -0.235 0.326
H -1.7734 1.8021 -0.0514 -0.144 0.007 -0.204 0.202
H 1.1994 1.8583 -0.7414 -0.009 -0.040 0.019 0.233
H 0.4786 1.7876 0.8677 -0.174 -0.001 0.031 0.260
H 0.2716 3.2292 -0.1520 -0.066 0.001 0.095 0.093
H -2.4580 1.7878 -4.4761 0.001 -0.003 0.046 0.345
H -1.0170 2.1460 -5.4682 0.031 -0.036 0.021 0.382
H -1.6211 3.3655 -4.3162 0.008 -0.006 0.042 0.333
O 3.2109 -4.5478 -6.0658 0.046 0.160 -0.198 -0.653
S 1.8137 -4.6938 -5.7895 -0.225 -0.219 0.596 1.268
O 0.8381 -4.0286 -6.5952 0.124 0.079 -0.250 -0.616
O 1.5521 -4.3689 -4.2610 -0.003 -0.173 -0.100 -0.263
C 1.9807 -3.0821 -3.7476 0.138 0.714 0.136 -0.495
C 1.0979 -1.9384 -4.2018 0.186 -0.481 -0.434 -0.827
C 1.4065 -6.4056 -5.7155 0.008 -0.102 0.006 -0.947
H 3.0251 -2.9109 -4.0153 -0.012 -0.168 -0.118 0.371
H 1.9342 -3.1694 -2.6642 -0.060 -0.290 -0.029 0.292
H 1.1684 -1.7899 -5.2801 0.033 -0.002 0.010 0.282
H 1.3988 -1.0183 -3.7157 0.052 -0.051 0.153 0.306
H 0.0563 -2.1401 -3.9679 0.002 0.066 0.122 0.293
H 2.1287 -6.9150 -5.0839 0.001 0.026 0.020 0.311
H 1.4537 -6.7894 -6.7322 0.021 0.054 -0.022 0.370
H 0.3987 -6.5087 -5.3230 -0.002 0.036 0.006 0.311
O -2.8495 4.3883 2.7501 0.204 -0.072 -0.085 -0.572
S -3.6886 5.0552 1.8128 -0.292 0.169 0.253 1.296
O -3.9885 4.4850 0.5374 0.103 -0.117 -0.089 -0.607
O -3.1378 6.5425 1.6002 -0.148 0.089 -0.022 -0.326
C -1.7677 6.6800 1.1793 0.548 -0.019 -0.234 -0.372
C -1.5615 6.3034 -0.2756 -0.151 -0.201 -0.060 -0.713
C -5.2053 5.4850 2.5979 -0.071 0.140 0.017 -1.081
H -1.1189 6.0952 1.8341 -0.136 -0.089 0.047 0.309
H -1.5179 7.7298 1.3262 -0.222 0.030 0.123 0.275
H -1.7493 5.2435 -0.4412 0.028 -0.008 0.019 0.039
H -0.5349 6.5146 -0.5780 0.005 0.075 0.067 0.390
H -2.2456 6.8604 -0.9169 0.040 0.057 0.007 0.290
H -4.9896 5.9501 3.5557 0.027 -0.007 -0.004 0.319
H -5.7592 4.5598 2.7407 0.078 -0.056 -0.019 0.381
H -5.7603 6.1580 1.9495 0.012 -0.008 -0.017 0.345
O 6.0763 3.0824 -2.5101 0.129 -0.068 0.181 -0.702
S 5.0205 2.1419 -2.7441 -0.297 0.006 -0.482 1.281
O 4.4885 1.3669 -1.6692 0.125 0.043 0.231 -0.590
O 5.4735 1.1552 -3.9183 -0.090 0.088 -0.069 -0.268
C 6.7118 0.4428 -3.7558 0.445 -0.334 0.170 -0.402
C 6.6085 -0.6862 -2.7480 -0.135 0.074 0.194 -0.819
C 3.7005 2.9204 -3.6018 0.170 0.047 -0.166 -0.883
H 7.5086 1.1405 -3.4899 -0.118 0.106 0.043 0.360
H 6.9496 0.0363 -4.7375 -0.193 0.137 -0.099 0.272
H 6.4262 -0.3067 -1.7440 0.015 0.015 -0.008 0.304
H 7.5355 -1.2608 -2.7282 0.009 0.012 -0.109 0.378
H 5.7818 -1.3503 -3.0001 0.040 -0.031 -0.055 0.107
H 4.1077 3.4831 -4.4381 0.060 -0.016 0.022 0.409
H 3.2067 3.5871 -2.8996 -0.009 -0.070 0.068 0.341
H 3.0032 2.1621 -3.9388 -0.039 -0.011 0.074 0.226
```
Positions in Å, forces in eV/Å.

Output
Electronic energy = -4245.62149 Eh
Charge = -1
LUMO level = 2.020 eV
Spin multiplicity = 1